[1]
{"formula": "C27H43N2O19V", "method": "wB97M-V/def2-TZVPD", "lumo_ha": -0.035, "fmax_ha_per_bohr": 0.0565, "total_charge": 0, "species": ["O", "V", "O", "O", "C", "O", "O", "H", "C", "O", "C", "C", "O", "C", "H", "H", "H", "H", "H", "H", "H", "H", "H", "H", "C", "O", "C", "C", "O", "C", "H", "H", "H", "H", "H", "H", "H", "H", "H", "H", "C", "O", "N", "C", "C", "H", "H", "H", "H", "H", "H", "H", "C", "O", "N", "C", "C", "H", "H", "H", "H", "H", "H", "H", "C", "C", "C", "O", "C", "C", "C", "O", "O", "O", "H", "H", "H", "H", "C", "C", "C", "O", "C", "C", "C", "O", "O", "O", "H", "H", "H", "H"], "positions_angstrom": [[0.14549, 0.02874, 0.51187], [-0.77518, 1.26960, 0.19413], [-0.89925, 1.55505, -1.34000], [-1.24118, 3.21173, 3.82407], [-1.43858, 2.42608, 2.73836], [-1.24974, 1.19555, 2.82857], [-1.52628, 2.90532, 1.59049], [-1.25927, 2.44242, 4.43572], [0.51836, -3.18420, -0.32597], [0.24417, -2.61362, -1.59706], [0.97363, -3.30571, -2.61281], [0.72689, -2.66467, -3.99466], [0.94675, -1.28537, -4.13037], [2.31774, -0.90949, -4.23650], [1.47416, -2.82936, 0.07188], [0.47072, -4.27352, -0.39787], [-0.24790, -2.80591, 0.35095], [0.66385, -4.35356, -2.65655], [2.02861, -3.26365, -2.32138], [-0.33450, -2.85011, -4.15961], [1.29277, -3.31974, -4.66582], [2.76506, -1.07773, -3.24939], [2.35631, 0.16145, -4.40938], [2.79208, -1.63611, -4.90050], [5.11504, -3.23163, 3.42969], [5.05301, -1.99314, 2.73073], [3.70230, -1.53066, 2.66047], [3.56908, -0.33540, 1.73340], [4.09556, -0.64528, 0.47785], [3.43952, 0.01304, -0.57064], [4.81605, -2.94126, 4.44202], [6.07938, -3.72691, 3.35486], [4.39363, -3.94020, 3.00782], [3.43376, -1.27951, 3.69171], [3.08244, -2.35438, 2.29462], [4.03933, 0.54349, 2.19052], [2.49252, -0.13079, 1.72808], [2.38420, -0.26096, -0.66260], [3.88667, -0.19326, -1.54312], [3.48658, 1.09578, -0.40150], [-3.91186, 0.83558, 0.68610], [-2.86163, 0.53679, 0.12198], [-4.87784, 1.55418, 0.09886], [-6.18491, 1.71323, 0.73672], [-4.67428, 2.12304, -1.23438], [-4.19160, 0.54056, 1.70499], [-6.33783, 2.79229, 0.77040], [-6.17520, 1.31275, 1.74806], [-6.96761, 1.21374, 0.16737], [-4.70841, 3.21222, -1.16402], [-3.66021, 1.90503, -1.56277], [-5.44288, 1.76456, -1.91641], [1.34829, 3.68075, 0.24381], [1.04595, 2.49018, 0.20942], [2.35667, 4.21957, 0.92098], [2.72061, 5.60721, 0.69769], [3.10416, 3.43091, 1.88146], [0.87321, 4.45832, -0.37423], [3.70367, 5.74498, 0.22610], [3.05715, 5.90928, 1.69527], [2.03110, 6.19506, 0.10340], [3.12424, 3.95211, 2.84283], [2.61800, 2.51452, 2.20994], [4.07802, 3.24294, 1.43146], [-2.02470, 2.36841, -3.77798], [-3.23448, 2.63481, -4.27761], [-3.83146, 1.92812, -5.47064], [-4.90820, 2.19550, -5.95337], [-3.01897, 0.77085, -5.94299], [-1.78011, 0.59056, -5.49211], [-1.09478, 1.48984, -4.44628], [0.09321, 1.54188, -4.24299], [-1.02374, -0.42799, -5.91306], [-4.02868, 3.62000, -3.80446], [-1.67213, 2.92851, -2.92175], [-3.55043, 0.01568, -6.50444], [-0.17898, -0.44116, -5.42016], [-4.92769, 3.38065, -4.08609], [0.72837, -3.13356, 4.47105], [0.14632, -4.29666, 4.79869], [-1.20757, -4.70620, 4.23973], [-1.69967, -5.80969, 4.34743], [-1.90909, -3.65851, 3.47562], [-1.36154, -2.44853, 3.26868], [0.08006, -2.14722, 3.63372], [0.60656, -1.16338, 3.17065], [-2.04721, -1.55381, 2.56797], [0.72170, -5.17683, 5.62579], [1.66274, -2.90796, 4.96875], [-2.89726, -3.86089, 3.08879], [-1.62693, -0.66922, 2.54297], [0.10410, -5.92515, 5.69700]]}

[2]
{"formula": "C27H43N9O4", "method": "wB97M-V/def2-TZVPD", "lumo_ha": 0.009, "smiles": "CCOCCOC[C@H]1COC(=O)C1.CC#N.CC#N.CC#N.CC#N.CC#N.CC#N.CC#N.CC#N.CC#N", "fmax_ha_per_bohr": 0.0187, "total_charge": 0, "species": ["C", "C", "O", "C", "C", "O", "C", "C", "C", "O", "C", "O", "C", "H", "H", "H", "H", "H", "H", "H", "H", "H", "H", "H", "H", "H", "H", "H", "H", "C", "C", "N", "H", "H", "H", "C", "C", "N", "H", "H", "H", "C", "C", "N", "H", "H", "H", "C", "C", "N", "H", "H", "H", "C", "C", "N", "H", "H", "H", "C", "C", "N", "H", "H", "H", "C", "C", "N", "H", "H", "H", "C", "C", "N", "H", "H", "H", "C", "C", "N", "H", "H", "H"], "positions_angstrom": [[-2.21471, 2.82583, -2.39822], [-1.20260, 1.71364, -2.68343], [-1.40233, 0.71076, -1.69316], [-0.42132, -0.30501, -1.72795], [-0.51924, -1.16008, -0.43739], [-1.35900, -0.60692, 0.55068], [-0.66790, 0.05917, 1.59774], [-0.05966, 1.36637, 1.15458], [-0.91631, 2.63670, 1.12245], [0.07773, 3.65361, 0.79315], [1.31277, 3.18814, 1.14573], [2.31965, 3.70664, 0.74617], [1.10084, 1.94750, 1.98358], [-1.77922, 3.58711, -1.74858], [-2.59155, 3.28989, -3.30990], [-3.04670, 2.36329, -1.86032], [-1.36639, 1.30842, -3.68835], [-0.18121, 2.11198, -2.61736], [-0.57719, -0.93926, -2.60971], [0.57120, 0.15854, -1.79654], [-0.90291, -2.15533, -0.68689], [0.49463, -1.30451, -0.03894], [0.10638, -0.59918, 2.01615], [-1.40621, 0.22161, 2.38980], [0.32803, 1.32874, 0.12845], [-1.67098, 2.59500, 0.34017], [-1.31478, 2.89077, 2.10894], [1.97243, 1.32681, 2.16625], [0.69909, 2.34981, 2.92505], [0.97951, 4.09425, -5.54945], [-0.17976, 3.23193, -5.72148], [-1.10024, 2.55868, -5.84613], [1.89312, 3.50243, -5.56832], [1.02290, 4.83285, -6.34767], [0.92194, 4.61497, -4.59494], [3.45319, -2.59476, 3.08465], [2.80380, -1.39335, 3.58313], [2.28459, -0.44005, 3.95525], [2.89895, -3.00787, 2.24263], [4.46646, -2.37192, 2.75755], [3.50998, -3.35989, 3.85575], [6.59754, -4.69186, 0.86873], [6.06640, -4.89880, 2.20739], [5.62975, -5.07532, 3.25259], [6.85338, -5.64741, 0.41518], [5.85582, -4.20005, 0.24176], [7.49185, -4.07262, 0.90662], [2.90109, -7.71499, 4.24290], [2.78903, -6.86283, 3.07009], [2.72424, -6.17829, 2.15259], [3.20031, -8.72021, 3.95222], [3.65018, -7.31077, 4.92184], [1.94696, -7.77225, 4.76345], [-0.17574, -0.09218, -7.36972], [0.82230, -0.10195, -6.31116], [1.60029, -0.12468, -5.46731], [0.17058, -0.66141, -8.23098], [-1.10912, -0.51492, -7.00125], [-0.38632, 0.92863, -7.68293], [2.74314, 1.71431, 6.42664], [2.07377, 2.92158, 6.88620], [1.54572, 3.87350, 7.24749], [2.22194, 1.27069, 5.58099], [3.76283, 1.93661, 6.11590], [2.78468, 0.97443, 7.22469], [-3.26383, -1.04041, -4.04877], [-3.27502, -0.52021, -5.40518], [-3.28565, -0.09900, -6.47192], [-2.99398, -0.26223, -3.33372], [-4.24499, -1.42817, -3.77952], [-2.54141, -1.84973, -3.94819], [-4.71754, -0.95097, 3.10884], [-4.19997, 0.40869, 3.09648], [-3.76824, 1.47162, 3.07840], [-4.69137, -1.36819, 2.10370], [-4.11022, -1.57687, 3.75999], [-5.74399, -0.96410, 3.47067], [-5.72337, 3.30684, 0.42126], [-5.18486, 4.01730, -0.72964], [-4.75412, 4.57422, -1.63510], [-6.76220, 3.03309, 0.24260], [-5.15576, 2.39935, 0.62209], [-5.68106, 3.93228, 1.31098]]}

[3]
{"formula": "C27H44BrKN11O4SSi", "method": "wB97M-V/def2-TZVPD", "lumo_ha": -0.095, "fmax_ha_per_bohr": 0.0504, "total_charge": 1, "relative_energy_ev": 1.0092, "species": ["K", "C", "O", "C", "O", "N", "N", "H", "H", "H", "H", "H", "H", "S", "N", "C", "C", "C", "C", "C", "N", "C", "C", "N", "C", "C", "C", "C", "C", "N", "H", "H", "H", "H", "H", "H", "N", "N", "C", "N", "N", "N", "O", "O", "H", "H", "H", "H", "H", "C", "C", "C", "C", "Si", "Br", "C", "C", "C", "C", "C", "C", "C", "C", "H", "H", "H", "H", "H", "H", "H", "H", "H", "H", "H", "H", "H", "H", "H", "H", "H", "H", "H", "H", "H", "H", "H", "H", "H", "H", "H"], "positions_angstrom": [[0.16600, 0.53157, -0.03363], [-2.51491, -2.13783, 0.57118], [-1.80757, -2.05743, 1.81590], [-0.49427, -1.84117, 1.74331], [0.13800, -1.67222, 0.71386], [0.04418, -1.84074, 2.98706], [1.42652, -1.84266, 3.15100], [-3.46430, -2.61093, 0.79933], [-1.95513, -2.73421, -0.14681], [-2.67570, -1.14034, 0.16723], [-0.57068, -2.00709, 3.76743], [1.70062, -2.63019, 3.72227], [1.74249, -0.98105, 3.57622], [-6.47569, 4.98557, 1.76229], [-6.09664, 4.23014, 0.39158], [-5.04025, 3.48108, 0.64320], [-4.36048, 2.62862, -0.30127], [-4.79312, 2.47281, -1.62031], [-4.09902, 1.62602, -2.45252], [-2.98392, 0.96603, -1.94037], [-2.55107, 1.10914, -0.69835], [-3.22287, 1.92402, 0.12977], [-2.74100, 2.04925, 1.51522], [-1.62961, 1.38002, 1.86011], [-1.19294, 1.47901, 3.10396], [-1.82877, 2.22290, 4.09585], [-2.96411, 2.92045, 3.75729], [-3.43120, 2.84935, 2.44294], [-4.58999, 3.58140, 1.99281], [-5.32012, 4.40414, 2.72146], [-5.66332, 3.02254, -1.95380], [-4.40781, 1.46870, -3.47627], [-2.41178, 0.28624, -2.56459], [-0.27623, 0.94394, 3.33087], [-1.42881, 2.24977, 5.09956], [-3.49817, 3.53020, 4.47385], [2.73428, -2.39696, -0.89709], [3.69006, -2.11765, 0.08827], [3.71870, -1.00147, 0.80596], [4.73392, -0.80914, 1.66133], [2.77805, -0.09623, 0.51253], [2.44755, 0.85628, 1.36934], [1.74949, 1.76043, 0.91482], [2.76185, 0.81560, 2.57427], [2.29351, -1.51895, -1.15393], [2.00576, -2.96762, -0.47955], [4.45312, -2.76948, 0.13230], [5.38041, -1.55172, 1.86149], [4.62172, -0.07572, 2.34091], [3.66747, -1.09316, -4.49428], [4.04982, 0.39031, -4.38877], [4.84022, 0.55589, -3.08240], [4.97673, 0.73466, -5.56632], [2.50646, 1.54905, -4.42879], [0.97624, 0.53300, -3.00160], [2.77555, 3.28743, -3.64574], [3.98327, 3.96293, -4.31573], [1.53748, 4.17045, -3.85239], [3.03121, 3.20862, -2.13323], [1.57246, 1.55641, -6.11797], [0.11518, 2.02770, -5.97791], [2.28613, 2.48931, -7.11006], [1.52390, 0.14245, -6.71727], [4.58360, -1.68630, -4.57593], [3.05615, -1.31275, -5.36747], [3.13396, -1.43500, -3.61261], [5.64542, -0.18548, -3.05840], [4.20799, 0.39142, -2.20548], [5.30554, 1.53935, -3.00533], [5.89006, 0.13745, -5.49557], [5.26778, 1.78791, -5.56814], [4.51006, 0.50719, -6.52583], [3.86764, 4.02783, -5.39972], [4.91078, 3.42685, -4.10472], [4.09434, 4.98027, -3.93095], [1.39225, 4.42554, -4.90270], [1.66769, 5.10832, -3.30497], [0.63125, 3.69033, -3.47600], [3.92709, 2.64231, -1.89046], [2.19087, 2.76628, -1.59600], [3.17354, 4.22220, -1.74624], [0.03542, 3.04440, -5.59919], [-0.45833, 1.37051, -5.32455], [-0.35288, 2.00686, -6.96640], [2.21135, 3.53364, -6.80099], [1.81332, 2.40180, -8.09200], [3.34297, 2.23948, -7.22653], [1.06308, -0.56810, -6.02822], [2.51216, -0.22358, -6.99679], [0.91617, 0.16462, -7.62617]]}